(1)
{
  "formula": "C31H57BrNO10S",
  "method": "ωB97M-V/def2-TZVPD",
  "total_charge": 1,
  "largest_force_ha_per_bohr": 0.042,
  "mol_weight_da": 715.77,
  "total_energy_ev": -135904.39349,
  "lumo_energy_ev": -4.4,
  "e_above_lowest_kcal_mol": 0.0,
  "homo_energy_ev": -10.90,
  "species": ["C", "C", "C", "C", "C", "C", "C", "O", "O", "C", "C", "C", "C", "C", "C", "C", "C", "O", "O", "C", "S", "N", "C", "Br", "C", "C", "H", "H", "H", "H", "H", "H", "H", "H", "H", "H", "H", "H", "H", "H", "H", "H", "H", "H", "H", "H", "H", "H", "H", "H", "H", "H", "H", "H", "H", "C", "O", "C", "C", "O", "C", "C", "O", "C", "H", "H", "H", "H", "H", "H", "H", "H", "H", "H", "H", "H", "H", "H", "C", "O", "C", "C", "O", "C", "C", "O", "C", "H", "H", "H", "H", "H", "H", "H", "H", "H", "H", "H", "H", "H", "H"],
  "positions_angstrom": [[-1.7189, -1.4786, -2.3752], [-0.9449, -0.4293, -1.5310], [-0.0149, -1.1902, -0.5391], [1.4167, -1.3209, -1.0252], [1.8350, -2.5834, -1.3104], [3.1288, -2.8270, -1.7288], [3.5503, -4.2572, -2.0141], [3.1185, -4.7623, -3.0276], [4.3984, -4.9122, -1.2078], [4.1068, -4.7564, 0.2033], [2.7310, -5.3173, 0.6087], [2.7675, -6.4520, 1.6589], [1.3867, -7.1585, 1.5929], [3.8621, -7.5057, 1.4020], [3.9687, -1.7247, -1.8824], [5.3994, -1.9777, -2.3432], [5.3768, -2.1444, -3.8573], [5.2867, -1.2386, -4.6476], [5.4375, -3.4462, -4.2751], [3.4903, -0.4590, -1.6230], [4.6217, 0.8865, -1.9063], [2.2261, -0.2553, -1.1758], [1.7352, 1.0949, -0.8573], [1.6170, 2.2168, -2.4677], [2.5537, 1.7651, 0.2798], [1.7701, 1.4772, 1.5969], [-2.5998, -1.0598, -2.8605], [-2.0306, -2.2830, -1.7021], [-1.0109, -1.9022, -3.0960], [-1.6718, 0.1911, -0.9956], [-0.3641, 0.2477, -2.1633], [-0.4145, -2.1523, -0.2246], [0.0496, -0.5741, 0.3726], [1.1703, -3.4288, -1.1823], [4.1473, -3.6904, 0.4756], [4.9359, -5.2201, 0.7350], [2.1238, -5.6472, -0.2428], [2.1809, -4.4859, 1.0755], [2.8770, -6.0583, 2.6761], [1.2498, -7.4783, 0.5516], [1.3603, -8.0657, 2.2011], [0.5808, -6.4801, 1.8881], [4.8345, -7.0957, 1.6998], [3.6591, -8.3774, 2.0270], [3.9506, -7.7889, 0.3483], [5.6922, -2.9308, -1.8893], [6.1018, -1.2261, -1.9889], [4.6459, -3.6323, -4.8008], [5.0787, 0.6027, -3.1548], [0.7165, 1.0783, -0.4951], [2.5846, 2.8427, 0.1257], [3.5345, 1.3061, 0.4124], [0.7089, 1.7175, 1.4965], [2.2278, 2.0083, 2.4331], [1.9109, 0.4060, 1.8010], [-0.6189, 0.4435, 7.3958], [-1.4116, 1.2663, 6.5674], [-0.6418, 2.2301, 5.8705], [-1.3743, 2.7024, 4.6327], [-1.2834, 1.7993, 3.5322], [-2.0406, 0.5981, 3.6361], [-3.5324, 0.8003, 3.4685], [-4.1028, 1.2968, 4.6633], [-5.3249, 1.9680, 4.4382], [-0.1073, 1.0360, 8.1619], [-1.2779, -0.2710, 7.8852], [0.1159, -0.1124, 6.8010], [0.3284, 1.8076, 5.5805], [-0.4776, 3.0828, 6.5421], [-0.8885, 3.6184, 4.2883], [-2.4128, 2.9528, 4.8509], [-1.8082, 0.0654, 4.5596], [-1.6949, -0.0282, 2.8074], [-4.0070, -0.1646, 3.2414], [-3.7132, 1.4955, 2.6391], [-5.1799, 2.8262, 3.7722], [-5.6880, 2.3331, 5.3964], [-6.0703, 1.2886, 4.0107], [-3.7690, 6.1272, -6.0516], [-4.0187, 5.5940, -4.7685], [-4.8694, 4.4602, -4.8138], [-4.6832, 3.6064, -3.5780], [-3.5285, 2.7723, -3.6274], [-2.2704, 3.4148, -3.4792], [-1.9840, 3.8737, -2.0643], [-2.6616, 5.0824, -1.7805], [-2.8530, 5.2795, -0.3974], [-4.6987, 6.4622, -6.5240], [-3.1058, 6.9823, -5.9346], [-3.2722, 5.3869, -6.6892], [-4.6584, 3.8589, -5.7059], [-5.9069, 4.8165, -4.8559], [-5.5283, 2.9171, -3.5202], [-4.6963, 4.2086, -2.6686], [-2.1553, 4.2294, -4.1962], [-1.5303, 2.6513, -3.7368], [-0.9060, 4.0582, -1.9522], [-2.2921, 3.0877, -1.3612], [-3.4527, 4.4681, 0.0318], [-3.3926, 6.2146, -0.2631], [-1.8909, 5.3459, 0.1248]],
  "lowdin_charge": [-0.07, -0.22, -0.11, -0.14, 0.07, -0.02, -0.45, 0.17, 0.04, -0.13, -0.15, -0.41, -0.08, -0.07, -0.14, -0.05, -0.46, 0.13, 0.11, -0.43, 0.91, 0.00, -0.64, 0.79, -0.25, -0.07, 0.08, 0.07, 0.08, 0.11, 0.06, 0.12, 0.11, 0.15, 0.13, 0.12, 0.12, 0.12, 0.14, 0.08, 0.08, 0.08, 0.07, 0.08, 0.09, 0.13, 0.11, 0.13, -0.06, 0.06, 0.11, 0.08, 0.07, 0.09, 0.08, -0.11, -0.20, -0.20, -0.17, -0.15, -0.18, -0.21, -0.20, -0.10, 0.09, 0.09, 0.09, 0.12, 0.13, 0.13, 0.12, 0.12, 0.11, 0.13, 0.13, 0.09, 0.09, 0.09, -0.11, -0.20, -0.20, -0.18, -0.13, -0.19, -0.22, -0.19, -0.11, 0.09, 0.09, 0.09, 0.13, 0.13, 0.13, 0.12, 0.13, 0.11, 0.10, 0.12, 0.09, 0.09, 0.09]
}

***

(2)
{
  "formula": "C31H57F12N9O15S4",
  "method": "ωB97M-V/def2-TZVPD",
  "total_charge": 2,
  "largest_force_ha_per_bohr": 0.127,
  "mol_weight_da": 1152.09,
  "total_energy_ev": -153113.91692,
  "lumo_energy_ev": -6.4,
  "homo_energy_ev": -7.22,
  "species": ["C", "C", "O", "N", "H", "H", "C", "H", "H", "H", "H", "H", "H", "C", "C", "O", "N", "H", "H", "C", "H", "H", "H", "H", "H", "H", "C", "C", "O", "N", "H", "H", "C", "H", "H", "H", "H", "H", "H", "C", "C", "N", "C", "C", "N", "C", "C", "H", "H", "H", "H", "H", "H", "H", "H", "H", "H", "H", "C", "C", "N", "C", "C", "N", "C", "C", "H", "H", "H", "H", "H", "H", "H", "H", "H", "H", "H", "C", "C", "N", "C", "C", "N", "C", "C", "H", "H", "H", "H", "H", "H", "H", "H", "H", "H", "H", "C", "F", "F", "F", "S", "O", "O", "O", "C", "F", "F", "F", "S", "O", "O", "O", "C", "F", "F", "F", "S", "O", "O", "O", "C", "F", "F", "F", "S", "O", "O", "O"],
  "positions_angstrom": [[18.8343, -5.4365, -8.2563], [17.7289, -6.3246, -8.9557], [16.6574, -5.9054, -9.4509], [17.8140, -7.7746, -8.6133], [18.7772, -8.0381, -8.7645], [17.7081, -7.8346, -7.6106], [16.6593, -8.6897, -9.3101], [19.8697, -5.5853, -8.5629], [18.7730, -5.5450, -7.1735], [18.5997, -4.4288, -8.5994], [16.7648, -8.4724, -10.3730], [15.6616, -8.4458, -8.9451], [16.8277, -9.7124, -8.9729], [16.3297, 1.8398, -4.5287], [17.0283, 3.0708, -3.9482], [17.9645, 3.0154, -3.0982], [16.5251, 4.4174, -4.4757], [15.5351, 4.2220, -4.5185], [16.6757, 5.0334, -3.6896], [17.1341, 4.8444, -5.8876], [16.1678, 1.0409, -3.8050], [16.9969, 1.4650, -5.3049], [15.3330, 2.1152, -4.8734], [16.6886, 5.8231, -6.0657], [16.8097, 4.0086, -6.5075], [18.2121, 5.0060, -5.8828], [22.9261, -3.4666, -13.3495], [22.1657, -4.5851, -14.0588], [20.9850, -4.6560, -14.0713], [23.1379, -5.6723, -14.6445], [22.5835, -6.3021, -15.2068], [23.8903, -5.3480, -15.2351], [23.8405, -6.5208, -13.4242], [22.3379, -2.8537, -12.6666], [23.2524, -2.7105, -14.0636], [23.7277, -3.7897, -12.6853], [23.0878, -6.7267, -12.6631], [24.7479, -5.9727, -13.1706], [24.0900, -7.4919, -13.8517], [15.4498, 0.5925, -11.4078], [15.3518, 1.7240, -10.4235], [13.9870, 1.8761, -10.0400], [13.1788, 1.0136, -9.3088], [11.8509, 1.4836, -9.1630], [11.8251, 2.6162, -10.0130], [13.1438, 2.9155, -10.3650], [10.6360, 3.6179, -10.1724], [15.2168, 0.9130, -12.4232], [14.8040, -0.1780, -10.9866], [16.4215, 0.0991, -11.4271], [15.8242, 2.5892, -10.8888], [15.9098, 1.5705, -9.4998], [13.5520, 0.1085, -8.8528], [10.9421, 1.0833, -8.7387], [13.4967, 3.7477, -10.9559], [9.7029, 3.1939, -9.8014], [10.5558, 3.6056, -11.2594], [10.9849, 4.5377, -9.7031], [21.8364, -2.0514, -1.9840], [22.7825, -0.7926, -1.8454], [24.0637, -1.1499, -1.2638], [24.3451, -1.1492, 0.0373], [25.6402, -1.5050, 0.1720], [26.1951, -1.6521, -1.1269], [25.1946, -1.3822, -2.0003], [27.6759, -1.9089, -1.2593], [22.3265, -2.5917, -2.7939], [20.7989, -1.8242, -2.2292], [21.7905, -2.7033, -1.1116], [22.2685, -0.0579, -1.2256], [22.8111, -0.4116, -2.8663], [23.4971, -0.9143, 0.6636], [26.1893, -1.6630, 1.0885], [25.2856, -1.2837, -3.0719], [28.1978, -1.6081, -0.3508], [28.0677, -1.5441, -2.2088], [27.8305, -2.9825, -1.3672], [20.9574, 13.2202, -6.7689], [20.3909, 12.2446, -5.7493], [21.5020, 11.4910, -5.0535], [21.8705, 10.1458, -5.1679], [22.8237, 9.8289, -4.0881], [22.9063, 10.9998, -3.3195], [22.1064, 11.9827, -3.8732], [23.7401, 11.0650, -2.0988], [21.8013, 13.7919, -6.3830], [20.2446, 13.9133, -7.2156], [21.5335, 12.7158, -7.5446], [19.5462, 11.6423, -6.0836], [19.8488, 12.8646, -5.0354], [21.4620, 9.5211, -5.9484], [23.3606, 8.9226, -3.8500], [21.8539, 12.9841, -3.5572], [23.6219, 12.0556, -1.6597], [24.7949, 10.9741, -2.3585], [23.4203, 10.3131, -1.3774], [23.9233, 2.5954, -7.3311], [24.4253, 1.7028, -6.4750], [23.6832, 3.6817, -6.5294], [24.8094, 3.0365, -8.2861], [22.2268, 1.9862, -8.2697], [21.6031, 0.9683, -7.4878], [21.4269, 3.2272, -8.4035], [22.7565, 1.4794, -9.5238], [29.3959, 7.2748, -10.9644], [28.7895, 7.5821, -9.8599], [29.1549, 8.2958, -11.7918], [30.7148, 7.1555, -10.7203], [28.7807, 5.5971, -11.6566], [27.3523, 5.6990, -11.9814], [29.4598, 5.5040, -12.9563], [29.1779, 4.6073, -10.6405], [27.8798, 3.9862, -1.1379], [26.6551, 3.8565, -0.5348], [28.8207, 3.3087, -0.5224], [27.6438, 3.5052, -2.3433], [28.4087, 5.8532, -1.0669], [29.8340, 5.9681, -1.3935], [27.4957, 6.4946, -2.0273], [28.1276, 6.1458, 0.3935], [26.2718, -4.1840, -7.5929], [26.0654, -4.4321, -8.9396], [26.3265, -2.8608, -7.3700], [25.1594, -4.6757, -6.9920], [27.9129, -4.9995, -6.8286], [28.2512, -6.1805, -7.5980], [28.8775, -3.8300, -6.9184], [27.5346, -5.3150, -5.4486]],
  "lowdin_charge": [0.04, -0.31, 0.12, 0.11, 0.17, 0.17, 0.10, 0.10, 0.10, 0.10, 0.10, 0.10, 0.10, 0.02, -0.31, 0.14, 0.10, 0.15, 0.17, 0.10, 0.11, 0.11, 0.08, 0.10, 0.10, 0.12, 0.03, -0.36, 0.18, 0.12, 0.16, 0.17, 0.09, 0.11, 0.11, 0.09, 0.10, 0.11, 0.10, -0.05, -0.19, -0.06, -0.02, 0.03, -0.07, 0.03, 0.07, 0.10, 0.07, 0.10, 0.14, 0.13, 0.13, 0.13, 0.16, 0.10, 0.10, 0.10, -0.06, -0.15, -0.08, -0.03, 0.01, -0.04, 0.06, 0.05, 0.07, 0.07, 0.07, 0.12, 0.13, 0.15, 0.14, 0.18, 0.10, 0.11, 0.10, -0.07, -0.17, -0.05, 0.03, 0.05, -0.10, 0.04, 0.03, 0.08, 0.09, 0.08, 0.12, 0.11, 0.12, 0.14, 0.16, 0.10, 0.12, 0.11, -0.54, 0.11, 0.05, 0.10, 0.44, -0.39, -0.41, -0.36, -0.70, 0.14, 0.11, 0.10, 0.48, -0.39, -0.39, -0.36, -0.67, 0.05, 0.13, 0.12, 0.52, -0.35, -0.39, -0.41, -0.58, 0.04, 0.10, 0.05, 0.51, -0.36, -0.38, -0.39]
}